The following is a DFT calculation (ωB97M-V with the def2-TZVPD basis set) of C5H10O2 in the gas phase.

For the HOMO energy, the calculation gives -8.638 eV. Its HOMO-LUMO gap is 9.436 eV. Its total charge is 0. The LUMO energy comes out at 0.80 eV. The spin multiplicity is 1.

Structure (XYZ):
```
17
Properties=species:S:1:pos:R:3:forces:R:3:lowdin_charge:R:1
C 2.295821 0.594635 -0.914647 0.0 0.0 -0.1 -0.062
C 1.249573 -0.175651 -0.144044 0.2 -0.1 0.1 -0.264
C -0.248423 -0.492719 2.400394 -0.3 -0.1 -0.4 0.048
O -0.922210 0.204920 1.536021 0.0 -0.1 0.3 -0.135
C -1.088782 -0.255234 0.151688 -0.1 -0.2 -0.1 -0.433
C -2.389309 0.293306 -0.379389 0.0 0.0 0.0 0.001
O -0.036335 0.242796 -0.584502 0.0 0.1 0.0 -0.067
H 2.212110 0.402900 -1.987178 0.0 0.0 0.1 0.079
H 3.293424 0.300017 -0.573652 -0.1 0.0 -0.1 0.082
H 2.170808 1.666262 -0.733795 0.0 -0.1 -0.1 0.084
H 1.353592 -1.263509 -0.269697 0.0 0.1 -0.1 0.130
H 1.366160 0.042527 0.924903 0.1 0.0 -0.1 0.096
H -0.058131 -1.494824 1.905625 0.0 0.1 0.2 0.011
H -1.071806 -1.358191 0.202388 0.1 0.1 0.0 0.151
H -2.361655 1.385414 -0.351972 0.0 -0.1 0.0 0.095
H -2.539797 -0.032042 -1.412769 0.1 0.0 0.2 0.092
H -3.225043 -0.060613 0.230630 0.1 0.0 -0.1 0.091
```
Positions in Å, forces in eV/Å.


The following is a DFT calculation (ωB97M-V with the def2-TZVPD basis set) of a gas-phase ion, C9H11N2O (charge -1).

For the HOMO energy (alpha / beta), the calculation gives -2.295 / -2.295 eV. Its HOMO-LUMO gap (alpha / beta) is 5.027 / 5.026 eV. Its total charge is -1. The LUMO energy (alpha / beta) comes out at 2.73 / 2.73 eV. The spin multiplicity is 1.

Structure (XYZ):
```
23
Properties=species:S:1:pos:R:3:forces:R:3:lowdin_charge:R:1
C -3.635026 0.069520 -1.053406 2.2 -0.6 2.0 -0.158
C -2.434364 0.636935 -1.403288 1.1 1.9 -3.0 -0.175
C -3.449300 -0.861102 0.024912 -2.3 -0.1 -2.2 -0.171
C -1.143095 0.294198 -1.002715 -2.7 -0.6 1.3 -0.071
C -2.250769 -1.200629 0.532670 -0.1 -0.1 1.5 -0.084
C -1.038055 -0.599013 0.064749 -0.2 -0.9 0.0 -0.415
C 2.498077 -0.994437 1.034903 -1.2 -1.6 -2.6 -0.224
C 1.312764 -0.468513 0.211170 -0.3 1.7 -0.5 -0.343
C 3.732692 -0.320307 0.586319 0.9 0.6 -2.5 -0.199
N 0.071679 -1.023210 0.581790 1.8 -0.9 1.9 -0.015
N 3.766610 -0.338219 -0.957599 2.2 2.2 -1.4 -0.044
O 4.300834 0.694679 -1.451538 -1.8 -3.4 2.0 -0.077
H -4.587564 0.375732 -1.398371 -0.6 0.2 -0.4 0.054
H -2.391536 1.380358 -2.229645 -0.5 -0.2 0.4 0.088
H -4.369370 -1.438814 0.130428 0.2 -0.1 1.2 0.078
H -0.245464 0.682027 -1.332275 1.3 1.2 -1.2 0.048
H -2.216928 -1.828287 1.445240 0.2 0.1 -0.9 0.095
H 2.276935 -0.880577 2.011120 -0.4 0.8 3.6 0.059
H 2.379812 -2.081728 0.889707 0.8 0.2 -0.2 0.117
H 1.300326 0.703446 0.153344 0.2 -1.3 0.4 0.134
H 1.616363 -0.760209 -0.794259 -0.2 0.1 -0.9 0.089
H 3.562550 0.736147 0.637138 0.5 0.9 1.2 0.087
H 4.772781 -0.648497 0.851082 -1.1 0.2 0.2 0.127
```
Positions in Å, forces in eV/Å.


The following is a DFT calculation (ωB97M-V with the def2-TZVPD basis set) of 3 unconnected molecules or ions with the total composition C3H8N2O2.

For the HOMO energy, the calculation gives -9.078 eV. Its HOMO-LUMO gap is 9.752 eV. Its total charge is 0. The LUMO energy comes out at 0.67 eV. The spin multiplicity is 1.

Structure (XYZ):
```
15
Properties=species:S:1:pos:R:3:forces:R:3:lowdin_charge:R:1
C -0.663239 -1.367642 0.132166 1.4 -0.3 -1.1 -0.130
C -0.735359 -1.222192 -1.233721 -0.1 -0.1 1.0 -0.172
N -1.439727 -0.090637 -1.538757 -0.1 0.2 -0.8 0.027
C -1.760286 0.470083 -0.403511 -0.2 -1.6 0.5 -0.202
N -1.333111 -0.322355 0.656124 -0.5 1.5 -0.8 0.056
H 0.115447 -1.953564 0.595217 -0.6 -0.2 0.7 0.112
H -0.297154 -1.924439 -1.921376 -0.1 0.3 -0.4 0.096
H -2.481375 1.256786 -0.296216 0.2 0.4 0.2 0.113
H -1.344703 0.008536 1.591225 0.0 -0.1 0.7 0.136
H 0.707776 0.913885 -1.081419 0.6 0.3 0.6 0.015
H 1.261769 2.248411 -1.424914 0.4 -0.1 0.6 0.052
O 1.356607 1.569135 -0.730341 -0.9 -0.2 -1.1 -0.079
H 1.857224 0.260774 2.576844 -0.3 0.5 0.4 0.019
H 2.421349 0.370197 1.166144 -0.1 0.4 -0.5 0.005
O 2.334788 -0.216980 1.912541 0.3 -0.9 -0.1 -0.046
```
Positions in Å, forces in eV/Å.


The following is a DFT calculation (ωB97M-V with the def2-TZVPD basis set) of C5H4ClNO in the gas phase.

For the HOMO energy, the calculation gives -8.804 eV. Its HOMO-LUMO gap is 8.747 eV. Its total charge is 0. The LUMO energy comes out at -0.06 eV. The spin multiplicity is 1.

Structure (XYZ):
```
12
Properties=species:S:1:pos:R:3:forces:R:3:lowdin_charge:R:1
C -1.620268 -0.555511 -0.006137 0.7 -0.3 0.1 -0.091
C -0.362795 -0.044268 -0.001877 -0.9 0.1 -0.1 -0.309
C 0.872936 -0.809649 -0.011166 -0.8 -1.1 0.2 -0.059
C 1.843459 0.110753 0.001254 0.0 0.4 -0.1 -0.712
C 1.192117 1.415210 -0.008459 -0.2 0.6 0.2 -0.156
H -3.490841 -0.352063 0.007692 -0.8 -0.5 0.0 0.099
H -1.757067 -1.641418 0.004584 0.0 0.3 0.0 0.136
H 0.924457 -1.910245 0.007189 0.2 0.8 -0.1 0.126
H 1.692809 2.384892 0.014876 0.0 -0.3 -0.1 0.113
N -0.107567 1.343068 -0.004544 0.7 -0.6 0.0 0.108
O -2.721114 0.195785 -0.001261 0.8 0.6 0.0 0.081
Cl 3.533869 -0.136549 -0.002146 0.2 0.0 0.0 0.665
```
Positions in Å, forces in eV/Å.


Calculated total energy: -9438.8055; -14535.5554; -10315.6844; -21308.5243 (eV)
ΔE to the lowest compared entry with this formula, charge and spin: 97.7; 4.6; 29.2; 26.9 (kcal/mol)
Molar mass: 102.1; 163.2; 104.1; 129.5 (g/mol)